# 1
This record from the OMol25 dataset describes 2 unconnected molecules or ions with the total composition C5H12O2 at a distorted geometry. The level of theory is ωB97M-V with the def2-TZVPD basis set.

Geometry (Å):
C (-1.81, -0.40, 1.37)
O (-0.60, -0.50, 0.70)
C (-0.23, 0.37, -0.39)
C (-0.49, 1.80, 0.03)
C (1.25, 0.11, -0.73)
C (1.55, -1.30, -1.22)
O (1.58, -2.26, -0.18)
H (-2.46, 0.52, 1.64)
H (-1.80, 0.36, 2.67)
H (-2.03, -1.41, 1.69)
H (-0.84, 0.11, -1.27)
H (0.07, 2.03, 0.94)
H (-1.56, 1.94, 0.22)
H (-0.18, 2.51, -0.75)
H (1.87, 0.32, 0.15)
H (1.54, 0.83, -1.51)
H (0.82, -1.58, -2.00)
H (2.54, -1.33, -1.69)
H (0.78, -2.12, 0.35)

Properties
Total charge: 0
LUMO in Eh: 0.0275
Relative energy (zero: lowest compared OMol25 entry of this formula, charge and spin) in kcal/mol: 98.4
Highest occupied orbital energy in eV: -8.910
Multiplicity: 1
M in g mol⁻¹: 104.1



# 2
This record from the OMol25 dataset describes a molecular structure, C7H12N2P at a distorted geometry. The level of theory is ωB97M-V with the def2-TZVPD basis set.

Geometry (Å):
C (-1.70, -0.69, -0.03)
C (-1.99, 0.67, 0.02)
C (0.26, 0.38, -0.10)
C (1.89, -1.45, -0.66)
C (0.57, -1.93, -0.16)
C (1.69, 0.53, -0.30)
C (-3.19, 1.45, 0.29)
N (-0.33, -0.82, -0.14)
N (-0.75, 1.32, -0.03)
P (2.67, 1.14, 1.16)
H (-2.36, -1.51, -0.20)
H (2.67, -1.70, 0.07)
H (2.11, -1.53, -1.71)
H (0.14, -2.73, -0.89)
H (0.80, -2.35, 0.87)
H (1.85, 0.97, -1.23)
H (-3.70, 1.24, 1.22)
H (-2.79, 2.42, 0.31)
H (-3.88, 1.39, -0.50)
H (-0.53, 2.34, -0.09)
H (3.88, 0.95, 0.59)
H (2.70, -0.10, 1.53)

Properties
Total charge: +1
LUMO in Eh: -0.1089
Relative energy (zero: lowest compared OMol25 entry of this formula, charge and spin) in kcal/mol: 22.5
Highest occupied orbital energy in eV: -13.053
Multiplicity: 1
M in g mol⁻¹: 155.2



Calculated Kohn-Sham gap (eV), listed in the same order as above: 9.659, 10.090